Record 1
DFT (ωB97M-V with the def2-TZVPD basis set) results for C8H23B3ClN9O11 as an isolated structure.

Calculated values
* total charge: 0
* spin multiplicity: 1
* Kohn-Sham gap: 0.3229 Eh
* largest force on an atom: 1.5 eV/Å
* HOMO: -9.810 eV
* energy above the lowest of the compared OMol25 structures with the same formula, charge and spin: 0.686 eV

```
55
Properties=species:S:1:pos:R:3:forces:R:3:lowdin_charge:R:1
C -1.581 0.117 4.200 0.3 -0.5 0.2 0.03
C -1.541 -1.293 3.700 -1.3 -0.8 0.0 -0.48
O -2.529 -1.980 3.538 1.3 0.8 0.0 0.12
O -0.272 -1.769 3.419 -0.4 0.6 -0.1 -0.05
C -0.179 -2.250 2.070 0.5 -1.0 -0.3 -0.19
C 1.297 -2.266 1.705 -0.4 0.7 0.1 -0.01
B 1.865 -0.816 1.714 -0.1 -0.1 0.4 -0.50
O 3.136 -0.454 2.120 -0.4 0.2 -0.2 0.27
B 3.360 0.885 1.869 0.8 0.2 0.5 -1.00
Cl 3.994 1.892 3.155 0.2 0.0 -0.1 0.80
O 3.037 1.429 0.648 -0.2 -0.2 0.1 0.31
B 1.817 0.929 0.262 -0.1 0.3 0.0 -0.74
O 1.397 1.036 -1.038 0.1 0.5 0.1 0.14
N -0.002 0.671 -1.263 -0.1 -0.5 -0.3 0.06
O -0.715 1.494 -0.900 -0.2 0.3 0.1 0.13
O 1.078 0.240 1.207 0.1 -0.7 -0.6 0.29
H -1.982 0.083 5.207 -0.1 0.1 0.2 0.10
H -0.595 0.560 4.210 0.1 0.2 0.0 0.08
H -2.291 0.656 3.578 0.1 0.1 0.0 0.05
H -0.726 -1.608 1.389 -0.2 0.3 0.0 0.13
H -0.577 -3.256 1.981 -0.3 -0.1 0.2 0.11
H 1.347 -2.611 0.672 0.2 -0.2 -0.1 0.14
H 1.840 -2.948 2.346 0.2 -0.2 0.0 0.11
C 0.844 4.576 -3.845 0.1 -0.2 0.1 -0.69
O 0.966 5.627 -4.454 -0.1 -0.1 -0.1 0.02
N 1.820 3.623 -3.832 0.0 0.2 0.0 0.17
N -0.291 4.271 -3.137 0.0 0.0 -0.1 0.15
H 1.737 2.747 -3.353 0.0 0.0 0.1 0.09
H 2.665 3.814 -4.348 0.0 -0.2 0.0 0.08
H -1.023 4.953 -3.127 0.0 0.1 0.0 0.10
H -0.415 3.414 -2.636 0.0 0.0 0.1 0.06
C -4.885 0.469 1.868 0.0 -0.2 0.0 -0.66
O -4.013 0.892 2.611 -0.2 0.2 -0.2 0.01
N -5.559 -0.685 2.134 -0.1 0.1 0.0 0.16
N -5.240 1.116 0.715 0.0 0.0 0.0 0.15
H -6.273 -1.060 1.541 0.0 0.0 0.0 0.09
H -5.291 -1.189 2.959 0.1 -0.1 0.0 0.10
H -4.757 1.966 0.499 0.0 0.0 0.0 0.10
H -5.949 0.785 0.090 0.0 0.0 0.0 0.09
C -0.157 -5.692 3.661 0.1 0.0 0.0 -0.67
O -1.147 -5.443 2.999 0.0 0.0 0.0 0.03
N 0.314 -6.972 3.818 0.0 0.1 0.0 0.14
N 0.574 -4.722 4.294 0.0 0.0 -0.1 0.17
H 1.126 -7.203 4.355 0.0 0.0 0.0 0.09
H -0.197 -7.705 3.365 0.0 0.0 0.0 0.10
H 0.262 -3.769 4.212 -0.1 0.0 0.0 0.08
H 1.400 -4.918 4.826 0.0 0.0 0.0 0.10
C 3.091 2.814 -7.208 -0.1 0.1 -0.1 -0.67
O 3.814 2.857 -6.224 0.0 0.0 0.1 0.01
N 1.895 3.468 -7.267 0.0 0.0 0.1 0.16
N 3.432 2.102 -8.327 0.0 0.0 0.1 0.15
H 1.289 3.450 -8.063 0.0 0.0 -0.1 0.09
H 1.623 4.006 -6.461 0.0 0.1 0.0 0.07
H 4.307 1.614 -8.311 0.0 0.0 0.0 0.10
H 2.860 2.052 -9.147 0.0 0.0 0.0 0.09
```
Forces are in eV/Å.



Record 2
DFT (ωB97M-V with the def2-TZVPD basis set) results for C20H39N4O4S4SbSc as an isolated structure.

Calculated values
* total charge: -1
* spin multiplicity: 1
* Kohn-Sham gap: 0.2027 Eh
* largest force on an atom: 0.5 eV/Å
* HOMO: -4.158 eV
* energy above the lowest of the compared OMol25 structures with the same formula, charge and spin: 0.009 eV

```
73
Properties=species:S:1:pos:R:3:forces:R:3:lowdin_charge:R:1
Sc 0.986 -2.278 0.178 -0.1 0.3 -0.4 0.41
C 3.849 0.597 0.052 0.0 0.0 0.0 -0.02
C 2.885 0.760 -1.120 0.0 0.0 0.0 -0.30
C 2.091 2.092 -1.064 0.0 0.0 0.0 -0.08
C 1.387 2.741 0.155 0.0 0.0 0.0 -0.48
C 0.873 4.099 -0.331 0.0 0.0 0.0 -0.03
C 2.279 2.932 1.379 0.0 0.0 0.0 -0.02
N 0.199 1.918 0.573 0.0 0.1 0.0 0.10
C -0.540 2.361 1.797 0.0 0.0 0.0 -0.10
C -1.885 1.651 1.890 0.0 0.0 0.0 -0.16
N -1.764 0.225 1.679 0.0 0.1 0.0 -0.13
C -1.033 -0.441 2.753 0.1 -0.1 0.0 -0.10
C 0.481 -0.288 2.609 0.0 0.0 0.0 -0.61
O 1.183 0.012 3.551 0.0 0.0 0.0 0.08
O 0.917 -0.442 1.376 0.0 0.0 0.1 -0.20
C -3.031 -0.435 1.277 0.0 -0.1 0.0 -0.34
C -3.792 -1.066 2.444 0.0 0.0 0.0 -0.04
C -2.803 -1.466 0.173 -0.1 0.0 0.0 -0.11
C -2.268 -0.943 -1.170 0.0 0.0 0.0 -0.52
C -2.540 -1.993 -2.244 0.0 0.0 0.0 -0.07
C -2.993 0.358 -1.560 0.0 0.0 0.0 -0.04
N -0.792 -0.711 -1.031 0.0 0.0 0.1 -0.02
C -0.219 0.041 -2.150 0.0 0.0 0.0 -0.20
C 1.199 -0.374 -2.534 0.0 0.0 0.0 -0.18
N 2.160 -0.510 -1.432 0.0 0.0 0.1 -0.14
C 3.208 -1.492 -1.825 0.0 0.0 0.1 -0.12
C 3.829 -2.220 -0.627 0.0 0.0 0.0 -0.65
O 5.012 -2.499 -0.627 0.0 0.0 -0.1 0.06
O 2.971 -2.490 0.296 0.2 0.0 0.2 -0.13
H 4.310 1.557 0.285 0.0 0.0 0.0 0.08
H 4.659 -0.085 -0.195 0.0 0.0 0.0 0.08
H 3.341 0.210 0.935 0.0 0.0 0.0 0.08
H 3.505 0.939 -2.013 0.0 0.0 0.0 0.14
H 1.397 2.128 -1.906 0.0 0.0 0.0 0.10
H 2.853 2.836 -1.313 0.0 0.0 0.0 0.13
H 1.714 4.704 -0.669 0.0 0.0 0.0 0.10
H 0.371 4.656 0.461 0.0 0.0 0.0 0.08
H 0.185 3.984 -1.173 0.0 0.0 0.0 0.09
H 3.228 3.367 1.071 0.0 0.0 0.0 0.10
H 2.478 1.991 1.892 0.0 0.0 0.0 0.09
H 1.815 3.622 2.086 0.0 0.0 0.0 0.09
H -0.457 1.855 -0.206 0.0 0.0 0.0 0.14
H 0.541 0.916 0.785 0.0 -0.1 0.0 0.10
H -0.692 3.438 1.757 0.0 0.0 0.0 0.12
H 0.091 2.132 2.652 0.0 0.0 0.0 0.12
H -2.549 2.061 1.125 0.0 0.0 0.0 0.11
H -2.322 1.917 2.868 0.0 0.0 0.0 0.13
H -1.210 -1.517 2.692 0.0 0.0 0.0 0.05
H -1.331 -0.089 3.747 0.0 0.0 0.0 0.14
H -3.663 0.365 0.884 0.0 0.0 0.0 0.12
H -3.308 -1.981 2.790 0.0 0.0 0.0 0.09
H -4.796 -1.339 2.116 0.0 0.0 0.0 0.09
H -3.885 -0.374 3.285 0.0 0.0 0.0 0.08
H -3.758 -1.959 -0.027 0.0 0.0 0.0 0.12
H -2.156 -2.271 0.535 0.0 0.0 0.0 0.06
H -3.616 -2.045 -2.428 0.0 0.0 0.0 0.09
H -2.204 -2.977 -1.921 0.0 0.0 0.0 -0.02
H -2.051 -1.752 -3.191 0.0 0.0 0.0 0.08
H -4.072 0.227 -1.460 0.0 0.0 0.0 0.09
H -2.797 0.635 -2.597 0.0 0.0 0.0 0.08
H -2.702 1.203 -0.924 0.0 0.0 0.0 0.06
H -0.705 -0.199 -0.158 0.0 0.0 0.0 0.05
H -0.301 1.127 -2.006 0.0 0.0 0.0 0.09
H -0.816 -0.158 -3.039 0.0 0.0 0.0 0.11
H 1.576 0.306 -3.315 0.0 0.0 0.0 0.13
H 1.099 -1.359 -2.985 0.0 0.0 0.0 0.08
H 3.990 -1.021 -2.429 0.0 0.0 0.0 0.13
H 2.738 -2.280 -2.414 0.0 0.0 0.0 0.09
S 0.603 -7.095 0.223 0.0 -0.1 0.0 -0.25
Sb -0.559 -5.190 -0.040 0.0 0.0 0.0 -0.14
S 0.505 -3.789 -1.706 0.0 -0.1 0.0 0.02
S -0.085 -3.688 1.815 0.0 0.0 0.1 0.04
S -2.812 -5.150 -0.354 0.0 0.0 0.0 -0.22
```
Forces are in eV/Å.



Record 3
DFT (ωB97M-V with the def2-TZVPD basis set) results for a 16-piece molecular cluster, C22H61I3N2O18 overall.

Calculated values
* total charge: 0
* spin multiplicity: 1
* Kohn-Sham gap: 0.3027 Eh
* largest force on an atom: 2.6 eV/Å
* HOMO: -8.788 eV

```
106
Properties=species:S:1:pos:R:3:forces:R:3:lowdin_charge:R:1
C -2.646 5.158 -3.669 1.0 -0.2 0.2 -0.12
C -1.585 3.972 -3.675 -0.9 0.1 -0.3 -0.26
C -2.269 2.565 -3.534 0.1 0.2 -0.6 -0.23
C -1.251 1.365 -3.411 -0.7 0.8 1.6 -0.19
C -0.674 1.395 -1.940 0.2 -1.2 -0.1 -0.17
C 0.766 0.701 -1.805 -0.8 0.0 1.5 -0.11
C 0.758 0.008 -0.391 0.4 -0.1 0.5 -0.06
C 0.841 0.941 0.756 -0.1 -2.5 0.1 -0.17
O 0.910 2.307 0.505 0.3 -0.7 0.3 -0.01
C 0.816 0.441 2.122 -0.1 -1.3 -0.7 -0.15
C 0.858 1.296 3.419 1.4 -0.6 -0.2 -0.72
I -1.191 1.571 4.080 0.5 0.2 -0.2 0.92
C 1.698 2.613 3.309 -0.8 0.1 -1.1 -0.79
C 3.147 2.420 2.741 0.4 1.2 0.4 -0.15
I 1.716 3.650 5.243 0.2 -0.4 -0.6 0.81
C 0.705 -1.006 2.285 0.2 0.0 -2.0 0.01
C 0.613 -1.942 1.144 0.5 2.2 0.4 0.01
C 0.638 -1.444 -0.225 0.5 0.5 1.6 -0.15
C 0.508 -2.426 -1.434 -2.0 1.3 0.6 -0.64
I 2.380 -3.437 -1.863 -0.5 0.4 0.3 0.94
C -0.718 -3.433 -1.235 0.7 -0.7 -0.4 -0.29
C -1.674 -3.455 -2.479 -0.6 -0.1 0.9 -0.11
C 0.462 -3.376 1.736 -0.4 2.0 0.1 -0.34
O 0.535 -4.465 1.248 -0.1 0.4 0.0 0.12
N 0.137 -3.096 3.092 1.0 -1.0 1.5 0.04
C -0.082 -4.208 4.028 -1.0 -0.9 -0.4 -0.18
N 1.032 -5.180 4.100 -1.0 0.3 0.6 -0.08
C 0.417 -6.471 4.530 0.0 -0.2 0.4 -0.15
C 0.622 -1.864 3.580 -0.7 0.2 -2.1 -0.33
O 0.850 -1.608 4.739 -0.1 0.0 -0.5 0.08
H -2.206 6.010 -4.262 -0.6 -0.7 0.6 0.06
H -3.621 4.864 -4.126 0.7 0.3 0.5 0.07
H -2.782 5.503 -2.608 -0.2 -0.3 -1.1 0.07
H -1.048 4.032 -4.656 -0.2 -0.3 0.8 0.10
H -0.862 4.176 -2.853 -0.5 -0.4 -0.8 0.07
H -2.896 2.351 -4.441 0.5 0.4 0.8 0.08
H -2.974 2.609 -2.652 0.8 -0.3 -0.7 0.12
H -1.865 0.426 -3.492 0.9 0.7 -0.4 0.11
H -0.413 1.415 -4.147 -0.9 0.0 0.3 0.12
H -1.355 0.743 -1.317 0.5 0.8 -0.5 0.12
H -0.683 2.399 -1.455 0.1 -0.7 -0.6 0.10
H 0.934 -0.018 -2.639 0.0 0.6 0.7 0.10
H 1.601 1.444 -1.772 -0.7 -0.5 -0.5 0.11
H 1.742 2.527 0.044 -0.4 -0.1 0.1 0.12
H 1.349 0.654 4.204 -0.8 0.6 -0.7 0.08
H 1.163 3.325 2.625 0.4 -0.7 0.9 0.05
H 3.428 3.400 2.259 -0.3 -1.0 0.4 0.07
H 3.236 1.649 1.937 -0.2 0.4 0.9 0.08
H 3.900 2.288 3.567 -0.8 -0.3 -0.9 0.07
H 0.208 -1.790 -2.312 0.8 -0.8 0.7 0.07
H -0.316 -4.469 -1.091 -0.3 1.0 -0.1 0.08
H -1.263 -3.197 -0.280 0.4 0.0 -1.1 0.11
H -1.176 -3.741 -3.439 -0.2 0.5 0.8 0.08
H -2.455 -4.239 -2.275 0.7 0.7 -0.3 0.08
H -2.233 -2.482 -2.553 0.7 -0.8 -0.2 0.08
H -0.970 -4.779 3.632 0.9 0.6 0.3 0.14
H -0.412 -3.817 5.030 0.5 0.0 -1.0 0.13
H 1.632 -4.833 4.854 0.0 -0.4 -0.3 0.10
H 1.225 -7.240 4.687 -0.8 0.8 0.0 0.09
H -0.307 -6.858 3.762 0.9 0.5 0.5 0.08
H -0.187 -6.354 5.472 0.7 -0.3 -0.7 0.07
O -1.703 -8.158 5.843 0.0 0.7 0.5 -0.08
H -1.360 -8.910 6.334 -0.1 0.0 -0.1 0.04
H -2.550 -8.469 5.505 0.1 -0.2 0.0 0.04
O 4.177 4.217 -0.125 0.1 -0.1 0.1 -0.06
H 4.439 4.974 0.411 -0.1 0.0 -0.1 0.04
H 4.934 3.622 -0.075 -0.1 0.0 -0.1 0.04
O -1.960 -10.316 4.472 0.1 -0.5 -0.2 -0.07
H -1.430 -11.070 4.753 -0.1 0.0 -0.1 0.05
H -1.325 -9.733 4.032 0.0 -0.1 -0.1 0.01
O 3.291 -4.961 -4.985 0.2 0.0 0.1 -0.09
H 4.137 -5.398 -5.134 -0.1 0.0 -0.1 0.04
H 3.361 -4.610 -4.086 -0.2 0.0 -0.2 -0.10
O -0.755 4.916 0.569 0.2 0.0 0.0 -0.06
H -0.249 4.144 0.856 -0.1 -0.1 -0.1 -0.01
H -0.101 5.475 0.134 -0.1 0.0 0.0 0.03
O 0.353 -9.103 2.699 0.2 -0.1 -0.1 -0.05
H 1.102 -8.601 3.041 -0.1 0.1 0.0 0.02
H 0.626 -9.353 1.809 -0.1 0.0 0.0 0.05
O 0.750 5.725 -3.143 0.3 0.2 0.1 -0.07
H 1.234 5.952 -3.948 -0.1 0.2 0.1 0.02
H 0.067 6.401 -3.084 0.0 -0.1 -0.1 0.03
O 1.428 7.759 -5.207 -0.1 0.1 -0.2 -0.05
H 1.913 7.983 -6.012 0.2 0.0 0.1 0.01
H 0.745 8.436 -5.149 0.0 -0.1 0.0 0.05
O 3.403 7.180 5.804 -0.2 0.0 0.0 -0.08
H 2.917 7.740 5.187 0.1 0.0 0.0 0.03
H 2.740 6.559 6.127 0.1 0.0 -0.1 -0.02
O 3.602 9.019 -7.134 0.1 0.0 -0.1 -0.05
H 4.363 9.488 -6.775 -0.1 0.0 0.1 0.05
H 3.884 8.754 -8.017 -0.1 0.0 0.1 0.05
O -1.567 -1.669 6.572 0.1 -0.3 0.0 -0.08
H -1.597 -2.353 7.250 -0.1 0.1 0.0 0.03
H -0.704 -1.790 6.152 0.0 0.2 0.0 -0.01
O -5.394 5.725 -2.132 -0.2 0.0 0.2 -0.06
H -5.080 5.450 -1.263 0.1 0.0 -0.1 0.04
H -6.351 5.617 -2.080 0.1 0.0 0.0 0.04
O -2.592 1.791 -6.713 -0.1 0.0 -0.3 -0.06
H -3.082 1.352 -7.418 0.0 0.0 0.1 0.04
H -2.547 2.711 -6.996 0.0 0.0 0.1 0.04
O -4.920 1.075 4.360 0.0 -0.1 0.1 -0.08
H -5.336 0.370 4.869 0.0 0.1 0.0 0.04
H -3.976 0.943 4.510 -0.1 -0.1 0.0 -0.06
O 0.457 -6.033 -5.993 0.1 0.1 -0.1 -0.07
H 1.223 -5.562 -5.640 0.1 -0.1 0.0 -0.01
H 0.724 -6.278 -6.885 -0.1 0.0 0.1 0.03
```
Forces are in eV/Å.